Entry 1:
Here is a 2-piece molecular cluster, C3H6O2 overall from OMol25. Energies are from ωB97M-V/def2-TZVPD.

The geometry in XYZ format:
```
11
Properties=species:S:1:pos:R:3:forces:R:3:lowdin_charge:R:1
C 1.739 -1.071 -0.007 0.908 0.724 0.784 0.02
C 1.148 0.122 -0.017 0.345 -1.290 -1.046 -0.31
O 1.098 1.012 1.008 -0.587 0.096 0.154 -0.01
H 1.959 -1.655 -0.884 -0.652 -0.023 -0.211 0.05
H 2.306 -1.362 0.875 -0.178 -0.101 0.063 0.06
H 0.647 0.417 -0.932 0.109 0.550 0.108 0.09
H 0.916 0.532 1.823 0.250 0.018 0.145 0.11
C -1.930 0.502 -0.570 -1.137 -0.303 1.034 -0.16
O -2.059 -0.690 -0.573 0.172 -0.214 -0.512 0.00
H -1.511 0.977 0.324 0.462 0.441 -0.129 0.07
H -2.422 1.147 -1.311 0.306 0.102 -0.392 0.08
```
Positions in Å, forces in eV/Å.

Calculated total energy (a.u.): -268.30929
Net charge: 0
HOMO-LUMO gap (Eh): 0.372
Structure (SMILES): C=CO.C=O


Entry 2:
Here is one molecule with the formula C3H6O2 from OMol25. Energies are from ωB97M-V/def2-TZVPD.

The geometry in XYZ format:
```
11
Properties=species:S:1:pos:R:3:forces:R:3:lowdin_charge:R:1
O -0.516 -1.535 -0.260 0.314 0.729 -0.061 0.05
C -0.151 -0.194 -0.201 -4.510 1.955 -1.602 -0.66
O -1.150 0.761 -1.024 1.826 -1.539 -0.373 -0.08
C -0.175 0.440 1.087 2.555 -1.172 0.503 0.08
C 1.237 0.173 -0.119 -0.749 0.595 1.152 0.08
H -0.096 -1.933 -1.036 -0.068 0.148 0.110 0.12
H -2.034 0.357 -1.045 0.540 -0.239 0.225 0.06
H -0.201 1.512 1.205 -0.271 -0.128 -0.484 0.09
H -0.460 -0.145 1.953 0.700 -0.213 0.121 0.09
H 1.987 -0.604 -0.178 -0.106 -0.092 0.526 0.09
H 1.560 1.169 -0.381 -0.230 -0.043 -0.116 0.09
```
Positions in Å, forces in eV/Å.

Calculated total energy (a.u.): -268.27859
Net charge: 0
HOMO-LUMO gap (Eh): 0.362
Structure (SMILES): OC1(O)CC1


Entry 3:
Here is C3H6O2 as an isolated structure from OMol25. Energies are from ωB97M-V/def2-TZVPD.

The geometry in XYZ format:
```
11
Properties=species:S:1:pos:R:3:forces:R:3:lowdin_charge:R:1
C -0.341 -1.178 0.313 -0.212 -0.068 0.198 -0.04
C 0.172 0.092 -0.304 1.270 0.285 2.680 -0.52
O 0.359 0.069 -1.676 2.627 0.279 0.885 -0.04
C -0.376 1.378 0.268 -0.355 0.253 0.023 -0.23
O -0.814 2.297 -0.371 0.217 -0.481 0.278 0.09
H 0.215 -2.034 -0.080 -0.064 0.198 0.123 0.09
H -0.217 -1.113 1.396 -0.146 -0.218 -0.027 0.09
H -1.397 -1.312 0.067 0.042 0.029 0.021 0.10
H 1.387 0.217 0.130 -2.368 -0.224 0.680 0.20
H 1.284 0.179 -1.117 -0.831 -0.222 -4.884 0.13
H -0.272 1.406 1.373 -0.180 0.170 0.024 0.13
```
Positions in Å, forces in eV/Å.

Calculated total energy (a.u.): -268.27028
Net charge: 0
HOMO-LUMO gap (Eh): 0.376


Entry 4:
Here is one molecule with the formula C3H6O2 from OMol25. Energies are from ωB97M-V/def2-TZVPD.

The geometry in XYZ format:
```
11
Properties=species:S:1:pos:R:3:forces:R:3:lowdin_charge:R:1
C -1.608 -0.593 0.291 -1.345 0.289 -0.965 -0.08
O -0.923 0.352 -0.571 -1.030 -1.004 0.416 -0.17
C 0.107 1.003 0.053 0.269 -0.336 2.117 -0.25
C 1.350 0.174 0.220 -0.054 -1.538 -0.044 -0.24
O 1.437 -0.954 -0.222 0.345 1.062 0.460 0.05
H -2.489 -0.980 -0.305 1.249 0.229 0.431 0.10
H -2.109 -0.038 1.114 0.682 -0.290 -0.059 0.09
H -0.984 -1.440 0.635 -0.177 0.632 -0.173 0.09
H 0.381 1.857 -0.527 0.024 0.973 -0.231 0.12
H -0.129 1.289 1.154 0.052 0.072 -1.526 0.15
H 2.128 0.619 0.889 -0.015 -0.088 -0.425 0.13
```
Positions in Å, forces in eV/Å.

Calculated total energy (a.u.): -268.33653
Net charge: 0
HOMO-LUMO gap (Eh): 0.392
Structure (SMILES): COCC=O


Entry 5:
Here is C3H6O2 as an isolated structure from OMol25. Energies are from ωB97M-V/def2-TZVPD.

The geometry in XYZ format:
```
11
Properties=species:S:1:pos:R:3:forces:R:3:lowdin_charge:R:1
C -1.646 0.720 0.453 -0.040 -0.148 0.078 -0.05
O -0.653 0.202 -0.443 0.167 -0.393 -0.196 -0.11
C 0.507 -0.250 0.064 0.437 -0.747 0.061 -0.14
C 1.648 -0.511 -0.779 0.228 1.350 -0.365 -0.45
O 2.797 -0.315 -0.385 0.306 -0.337 -0.367 -0.04
H -2.317 -0.078 0.776 0.071 0.020 0.027 0.09
H -1.196 1.207 1.328 0.022 -0.170 -0.251 0.09
H -2.219 1.462 -0.112 0.213 -0.217 0.082 0.10
H 1.021 -1.668 -0.195 -1.869 0.967 1.118 0.23
H 0.710 0.020 1.105 0.079 -0.373 -0.168 0.14
H 1.347 -0.788 -1.812 0.385 0.047 -0.019 0.14
```
Positions in Å, forces in eV/Å.

Calculated total energy (a.u.): -268.25762
Net charge: 0
HOMO-LUMO gap (Eh): 0.353


Entry 6:
Here is one molecule with the formula C3H6O2 from OMol25. Energies are from ωB97M-V/def2-TZVPD.

The geometry in XYZ format:
```
11
Properties=species:S:1:pos:R:3:forces:R:3:lowdin_charge:R:1
O 2.279 0.322 1.051 -0.157 -0.007 -0.339 0.02
C 1.556 0.330 0.077 0.175 0.201 -0.026 -0.37
C 0.537 -0.677 -0.217 -0.029 0.806 -0.331 -0.09
C -0.979 0.222 0.367 2.625 -0.671 -1.080 -0.15
O -1.845 0.778 -0.552 0.210 -0.509 -0.186 -0.03
H 1.516 1.196 -0.611 0.238 0.140 0.033 0.13
H 0.351 -0.890 -1.268 0.094 0.292 -0.094 0.10
H 0.775 -1.635 0.313 -0.784 0.897 -0.031 0.12
H -0.984 -0.793 0.670 -2.624 -0.356 1.666 0.07
H -0.643 1.030 1.015 0.036 -0.680 0.262 0.11
H -2.493 0.150 -0.889 0.215 -0.113 0.127 0.10
```
Positions in Å, forces in eV/Å.

Calculated total energy (a.u.): -268.29162
Net charge: 0
HOMO-LUMO gap (Eh): 0.361
Structure (SMILES): O=CCCO


Entry 7:
Here is a 2-piece molecular cluster, C3H6O2P overall from OMol25. Energies are from ωB97M-V/def2-TZVPD.

The geometry in XYZ format:
```
12
Properties=species:S:1:pos:R:3:forces:R:3:lowdin_spin:R:1
C -0.365 1.052 -1.347 2.737 0.257 -0.776 0.08
C 0.017 0.454 -0.221 -1.680 2.248 -2.276 0.72
C -0.704 -0.301 0.777 -0.072 0.598 2.600 0.12
O 4.075 -0.831 -1.107 0.452 -0.681 -1.848 0.19
O 4.281 0.670 0.972 0.210 0.627 0.706 0.19
P 3.545 -0.358 0.183 -0.525 -0.816 1.564 0.44
H 0.331 1.570 -2.101 -0.536 -0.707 1.632 0.02
H -1.297 0.935 -1.850 -1.216 -0.272 0.278 0.03
H -0.801 -1.267 0.289 -0.326 -0.529 0.809 0.01
H 0.021 -0.297 1.661 -1.067 -0.796 -0.802 0.03
H -1.722 0.122 1.243 2.028 -0.731 -1.510 0.02
H 3.455 -1.645 1.054 -0.007 0.803 -0.377 0.16
```
Positions in Å, forces in eV/Å.

Calculated total energy (a.u.): -609.66152
2S+1: 3
Net charge: -1
HOMO-LUMO gap (spin up / spin down) (Eh): 0.206 / 0.281
<S²>: 2.02


Entry 8:
Here is C3H6O2S as an isolated structure from OMol25. Energies are from ωB97M-V/def2-TZVPD.

The geometry in XYZ format:
```
12
Properties=species:S:1:pos:R:3:forces:R:3:lowdin_spin:R:1
O -0.758 2.981 1.882 2.511 -0.308 -0.444 0.00
C -0.009 2.306 1.156 -6.560 0.688 -2.190 0.00
O 1.281 2.610 0.759 -1.235 -0.923 3.927 0.00
C -0.606 1.090 0.540 -0.856 0.583 -1.447 0.00
C -0.162 0.705 -0.691 -1.749 -3.922 3.438 0.06
S -0.498 -2.503 -1.220 -0.025 -0.133 -0.051 0.88
H 1.173 2.232 1.763 4.114 0.993 -0.998 0.00
H -1.668 0.775 0.929 2.656 0.136 -0.395 0.00
H 0.434 -5.369 -1.933 0.079 -0.155 1.129 0.02
H -0.295 -0.460 -0.806 -0.717 1.692 -1.032 0.03
H 0.618 1.120 -1.212 1.847 1.235 -0.828 0.00
H 0.490 -5.486 -1.167 -0.062 0.114 -1.109 0.02
```
Positions in Å, forces in eV/Å.

Calculated total energy (a.u.): -666.41152
2S+1: 2
Net charge: -1
HOMO-LUMO gap (spin up / spin down) (Eh): 0.231 / 0.215
<S²>: 0.75


Entry 9:
Here is one molecule with the formula C3H6O2S from OMol25. Energies are from ωB97M-V/def2-TZVPD.

The geometry in XYZ format:
```
12
Properties=species:S:1:pos:R:3:forces:R:3:lowdin_charge:R:1
O 2.218 -0.726 -0.499 -0.188 -0.070 0.146 -0.02
C 1.320 -1.310 -1.048 0.867 1.065 0.325 -0.60
S -0.251 -0.640 -1.430 -0.917 -0.056 0.071 0.96
C -0.225 0.822 -0.363 1.682 0.804 -1.029 -0.48
C -0.969 0.732 0.906 -1.367 -0.212 1.371 -0.33
O -0.557 -0.419 1.653 -0.227 0.538 -0.178 -0.09
H 1.464 -2.309 -1.396 -0.144 -1.060 -0.510 0.07
H -0.583 1.710 -0.900 0.313 -0.336 -0.216 0.09
H 0.873 0.901 -0.154 -0.868 0.345 -0.110 0.09
H -2.101 0.709 0.728 1.363 0.070 0.283 0.13
H -0.715 1.667 1.496 -0.397 -1.188 -0.440 0.14
H -0.473 -1.138 1.007 -0.117 0.100 0.285 0.04
```
Positions in Å, forces in eV/Å.

Calculated total energy (a.u.): -666.55104
Net charge: 0
HOMO-LUMO gap (Eh): 0.394
Structure (SMILES): O=CSCCO


Entry 10:
Here is a 2-piece molecular cluster, C3H6O2S overall from OMol25. Energies are from ωB97M-V/def2-TZVPD.

The geometry in XYZ format:
```
12
Properties=species:S:1:pos:R:3:forces:R:3:lowdin_charge:R:1
C -0.345 -0.418 -0.411 1.372 2.228 2.180 -0.19
C 0.533 -1.567 -0.182 2.457 1.573 -0.903 -0.18
C 1.007 1.623 0.181 -3.694 -2.239 1.376 0.18
O -2.095 1.386 -0.269 -0.195 0.914 1.015 -0.41
O -2.976 -0.784 0.277 0.275 -0.729 0.889 -0.36
S -1.824 0.084 0.299 0.200 0.053 -3.001 0.71
H 1.204 -1.473 0.690 -0.608 -0.037 0.024 0.08
H 0.111 -2.527 -0.240 -0.712 -1.282 -0.115 0.05
H 1.322 -1.415 -1.012 -1.209 -0.597 0.839 0.11
H 1.634 1.423 -0.597 1.736 -0.104 -1.895 -0.02
H 1.311 1.451 1.206 0.171 -0.135 -0.142 0.03
H 0.117 2.218 0.059 0.206 0.356 -0.267 0.00
```
Positions in Å, forces in eV/Å.

Calculated total energy (a.u.): -666.33202
Net charge: 0
HOMO-LUMO gap (spin up / spin down) (Eh): 0.281 / 0.281


Number 1: F_max 1.696 eV Å⁻¹. Number 2: F_max 5.170 eV Å⁻¹. Number 3: F_max 4.959 eV Å⁻¹. Number 4: F_max 2.161 eV Å⁻¹. Number 5: F_max 2.383 eV Å⁻¹. Number 6: F_max 3.128 eV Å⁻¹. Number 7: F_max 3.613 eV Å⁻¹. Number 8: F_max 6.950 eV Å⁻¹. Number 9: F_max 2.129 eV Å⁻¹. Number 10: F_max 4.534 eV Å⁻¹.